14
Properties=species:S:1:pos:R:3 method="wB97M-V/def2-TZVPD" homo_lumo_gap_ev=9.0 max_force_ev_per_a=1.3 e_above_lowest_ev=2.764 total_charge=0 lumo_energy_ev=0.788
C -0.671 2.677 -0.535
C -0.706 1.362 -0.805
C -0.269 0.116 -0.180
C -0.642 -1.069 -0.705
O -1.461 -1.185 -1.793
H -0.950 3.277 -1.396
H -0.472 3.246 0.363
H -1.281 1.171 -1.706
H 0.590 0.028 0.474
H -0.529 -2.018 -0.172
H -2.201 -1.750 -1.530
O 2.876 -1.280 3.050
H 3.129 -2.187 3.117
H 3.458 -0.761 3.612